1.
A molecular structure, C37H47AlClF24O17S, computed with the ωB97M-V functional and the def2-TZVPD basis.

Positions of all 128 atoms, in Å:
C (-0.34, -2.20, 1.88)
C (-1.05, -2.26, 2.86)
C (-1.97, -2.04, 4.11)
Al (-3.85, -2.83, 3.76)
S (-3.72, -4.32, 2.02)
C (-5.22, -1.37, 3.31)
C (-4.54, 0.01, 3.50)
O (-4.44, 0.46, 4.61)
Cl (-3.88, 0.89, 2.05)
H (0.20, -1.80, 0.97)
H (-2.00, -0.93, 4.32)
H (-1.52, -2.51, 5.03)
H (-4.36, -3.58, 5.08)
H (-4.39, -3.69, 1.01)
H (-6.11, -1.51, 3.99)
H (-5.62, -1.41, 2.26)
C (-6.25, 3.58, 3.91)
C (-7.61, 4.15, 3.58)
O (-7.52, 5.54, 3.22)
C (-7.16, 5.79, 1.95)
O (-6.92, 4.96, 1.13)
C (-7.14, 7.30, 1.70)
F (-6.53, 7.99, 2.68)
F (-8.39, 7.80, 1.60)
F (-6.51, 7.62, 0.56)
H (-5.75, 4.18, 4.67)
H (-6.33, 2.56, 4.26)
H (-5.60, 3.59, 3.03)
H (-8.25, 4.11, 4.47)
H (-8.12, 3.58, 2.80)
C (-3.93, 9.38, 0.51)
C (-3.24, 10.04, 1.69)
O (-2.49, 9.08, 2.45)
C (-1.28, 8.77, 1.97)
O (-0.80, 9.23, 0.97)
C (-0.58, 7.77, 2.90)
F (-1.39, 6.77, 3.29)
F (-0.14, 8.37, 4.03)
F (0.49, 7.20, 2.33)
H (-4.54, 8.54, 0.85)
H (-4.56, 10.10, -0.01)
H (-3.20, 8.98, -0.19)
H (-3.99, 10.45, 2.37)
H (-2.60, 10.87, 1.38)
C (2.88, -4.69, -3.97)
C (1.41, -4.76, -3.61)
O (1.09, -3.75, -2.63)
C (0.88, -2.52, -3.10)
O (0.94, -2.22, -4.26)
C (0.51, -1.55, -1.97)
F (1.31, -1.69, -0.89)
F (-0.75, -1.74, -1.54)
F (0.59, -0.27, -2.35)
H (3.50, -4.76, -3.07)
H (3.15, -5.50, -4.65)
H (3.13, -3.74, -4.45)
H (1.19, -5.72, -3.15)
H (0.77, -4.67, -4.49)
C (9.07, -2.07, -1.66)
C (8.16, -1.35, -2.63)
O (7.82, -2.20, -3.73)
C (6.83, -3.08, -3.51)
O (6.24, -3.20, -2.48)
C (6.54, -3.88, -4.78)
F (7.66, -4.32, -5.39)
F (5.88, -3.15, -5.70)
F (5.79, -4.97, -4.55)
H (9.95, -2.46, -2.17)
H (9.39, -1.40, -0.86)
H (8.57, -2.93, -1.20)
H (8.68, -0.49, -3.05)
H (7.26, -0.98, -2.14)
C (0.75, -5.96, 0.83)
C (1.41, -5.33, 2.04)
O (2.14, -6.32, 2.79)
C (3.36, -6.62, 2.33)
O (3.86, -6.14, 1.36)
C (4.03, -7.64, 3.25)
F (3.20, -8.65, 3.60)
F (4.44, -7.07, 4.40)
F (5.11, -8.21, 2.69)
H (0.12, -6.80, 1.13)
H (0.13, -5.23, 0.31)
H (1.49, -6.34, 0.13)
H (0.64, -4.93, 2.71)
H (2.05, -4.50, 1.76)
C (-0.11, 6.59, 6.80)
C (1.13, 7.45, 6.75)
O (1.29, 8.18, 7.99)
C (1.85, 7.50, 9.00)
O (2.20, 6.36, 8.95)
C (2.00, 8.42, 10.22)
F (0.89, 9.14, 10.46)
F (3.01, 9.29, 10.06)
F (2.26, 7.73, 11.34)
H (-0.99, 7.19, 7.05)
H (-0.28, 6.10, 5.84)
H (-0.03, 5.82, 7.57)
H (1.03, 8.19, 5.96)
H (2.02, 6.86, 6.53)
C (-4.30, -3.95, -2.54)
C (-4.61, -5.43, -2.42)
O (-3.63, -6.22, -3.11)
C (-2.48, -6.43, -2.45)
O (-2.24, -6.01, -1.36)
C (-1.55, -7.31, -3.27)
F (-1.47, -6.92, -4.56)
F (-1.94, -8.60, -3.28)
F (-0.29, -7.29, -2.79)
H (-4.21, -3.67, -3.60)
H (-5.09, -3.35, -2.08)
H (-3.36, -3.70, -2.06)
H (-5.57, -5.64, -2.88)
H (-4.68, -5.73, -1.37)
C (3.91, -3.32, -8.66)
C (4.08, -1.88, -8.22)
O (4.23, -1.01, -9.35)
C (3.10, -0.65, -9.96)
O (2.00, -0.99, -9.64)
C (3.41, 0.31, -11.11)
F (4.44, -0.11, -11.87)
F (3.73, 1.54, -10.66)
F (2.37, 0.47, -11.94)
H (4.73, -3.62, -9.31)
H (3.88, -3.99, -7.80)
H (2.99, -3.45, -9.23)
H (5.00, -1.79, -7.63)
H (3.26, -1.55, -7.58)

Summary:
DFT total energy in Ha: -6214.95256
HOMO energy in eV: -5.4
Net charge: -1
Orbital gap in eV: 7.107
Spin multiplicity: 1
Energy above the lowest of the compared OMol25 structures with the same formula, charge and spin in eV: 1.071



2.
A molecular structure, C11H13N2, computed with the ωB97M-V functional and the def2-TZVPD basis.

Positions of all 26 atoms, in Å:
C (0.15, 1.26, 1.16)
C (-0.34, -0.04, -0.97)
C (-0.35, 2.37, 0.59)
C (-0.83, 1.21, -1.53)
C (0.23, 0.03, 0.41)
C (-0.83, 2.38, -0.79)
C (-1.26, -0.99, -0.21)
C (0.13, -2.84, -0.17)
C (0.85, -1.04, 1.05)
C (-1.31, 3.76, -1.31)
C (2.12, -3.21, 1.13)
N (-1.00, -2.25, -0.28)
N (1.14, -2.30, 0.50)
H (0.41, 1.34, 2.20)
H (0.31, -0.70, -1.59)
H (-0.29, 3.28, 1.10)
H (-1.47, 1.08, -2.42)
H (-2.25, -0.70, 0.12)
H (0.24, -3.97, -0.51)
H (1.43, -0.97, 2.02)
H (-0.96, 4.69, -0.76)
H (-1.01, 3.96, -2.31)
H (-2.41, 3.69, -1.20)
H (2.21, -2.89, 2.17)
H (1.98, -4.25, 0.92)
H (3.13, -2.90, 0.71)

Summary:
DFT total energy in Ha: -536.12590
HOMO energy in eV: -12.0
Net charge: +1
Orbital gap in eV: 8.130
Spin multiplicity: 1
Energy above the lowest of the compared OMol25 structures with the same formula, charge and spin in eV: 3.750



3.
2 unconnected molecules or ions with the total composition C6H14NO, computed with the ωB97M-V functional and the def2-TZVPD basis.

Positions of all 22 atoms, in Å:
O (-0.96, -0.34, -1.19)
C (-1.56, -0.24, -0.10)
C (-0.93, -0.27, 1.15)
C (0.62, -0.34, 1.22)
C (0.99, -0.88, 2.66)
C (1.24, 0.98, 0.75)
C (2.72, 0.79, 0.35)
N (-3.16, 0.05, -4.36)
H (-2.69, -0.15, -0.04)
H (-1.55, -0.22, 2.05)
H (1.00, -1.05, 0.46)
H (2.08, -1.03, 2.76)
H (0.55, -1.89, 2.69)
H (0.47, -0.11, 3.25)
H (0.90, 1.66, 1.45)
H (0.62, 1.25, -0.14)
H (2.93, 1.31, -0.64)
H (2.97, -0.28, 0.18)
H (3.46, 1.22, 1.07)
H (-3.98, -0.47, -4.01)
H (-3.31, 0.59, -5.20)
H (-2.38, -0.62, -4.35)

Summary:
DFT total energy in Ha: -366.57668
HOMO energy in eV: -12.0
Net charge: +1
Orbital gap in eV: 3.149
Spin multiplicity: 1
Energy above the lowest of the compared OMol25 structures with the same formula, charge and spin in eV: 5.185



4.
A molecular structure, C17H13MnN2O2Te4, computed with the ωB97M-V functional and the def2-TZVPD basis.

Positions of all 39 atoms, in Å:
Mn (-0.36, -0.12, -2.26)
C (-2.78, -2.37, -2.98)
O (-2.08, -1.51, -2.07)
C (-2.53, -1.51, -0.77)
C (-3.72, -2.08, -0.37)
C (-4.09, -2.02, 0.97)
C (-3.26, -1.41, 1.90)
C (-2.07, -0.83, 1.49)
C (-1.69, -0.88, 0.15)
N (-0.50, -0.31, -0.35)
N (0.34, 0.04, 0.56)
C (1.51, 0.61, 0.29)
C (2.02, 0.79, -1.03)
O (1.35, 0.42, -2.06)
C (3.29, 1.39, -1.22)
C (4.04, 1.78, -0.16)
C (3.59, 1.60, 1.18)
C (4.38, 2.01, 2.27)
C (3.94, 1.83, 3.56)
C (2.69, 1.24, 3.79)
C (1.90, 0.84, 2.74)
C (2.33, 1.01, 1.42)
H (-2.82, -3.39, -2.57)
H (-2.21, -2.38, -3.90)
H (-3.77, -1.98, -3.17)
H (-4.38, -2.54, -1.09)
H (-5.02, -2.47, 1.28)
H (-3.55, -1.36, 2.94)
H (-1.42, -0.34, 2.20)
H (3.64, 1.52, -2.24)
H (5.01, 2.24, -0.32)
H (5.34, 2.46, 2.07)
H (4.56, 2.15, 4.39)
H (2.35, 1.09, 4.81)
H (0.94, 0.38, 2.92)
Te (0.04, -0.70, -4.79)
Te (-0.35, 1.90, -4.24)
Te (-4.49, 1.04, -3.12)
Te (-2.14, 1.88, -2.22)

Summary:
DFT total energy in Ha: -3138.63155
HOMO energy (alpha / beta) in eV: -7.0 / -7.1
Orbital gap (alpha / beta) in eV: 5.107 / 5.118
Spin multiplicity: 1
Energy above the lowest of the compared OMol25 structures with the same formula, charge and spin in eV: 0.280



5.
A molecular structure, C16H26B2BeN6O2, computed with the ωB97M-V functional and the def2-TZVPD basis.

Positions of all 53 atoms, in Å:
C (2.45, -1.29, -0.72)
N (1.18, -1.23, -1.18)
N (1.26, -0.61, -2.42)
C (2.55, -0.42, -2.76)
C (3.33, -0.84, -1.68)
B (0.01, -0.27, -3.29)
N (-0.87, -1.58, -3.25)
N (-1.10, -2.28, -2.06)
C (-1.97, -3.29, -2.33)
C (-2.18, -3.32, -3.72)
C (-1.49, -2.23, -4.25)
Be (-0.12, -2.15, -0.75)
N (-0.60, 1.09, -2.78)
N (-0.80, 1.31, -1.42)
C (-1.45, 2.48, -1.32)
C (-1.54, 3.12, -2.57)
C (-0.99, 2.20, -3.47)
H (-1.83, 2.83, -0.37)
H (-0.86, 2.30, -4.54)
H (-1.94, 4.10, -2.78)
H (0.40, -0.10, -4.43)
H (-1.39, -1.94, -5.30)
H (2.83, -0.08, -3.76)
H (-2.75, -4.04, -4.26)
H (4.41, -0.86, -1.69)
H (-2.40, -3.90, -1.55)
H (2.66, -1.64, 0.29)
H (-1.31, -0.80, 0.05)
C (-1.37, -1.84, 0.61)
H (-2.24, -2.45, 0.30)
H (-0.40, -2.44, 0.56)
H (-1.57, -1.65, 1.68)
C (-1.19, 1.52, 3.84)
C (-0.12, 1.53, 2.77)
C (0.46, 2.94, 2.68)
O (-0.85, 1.29, 1.53)
B (-0.21, 0.27, 0.91)
O (1.00, -0.11, 1.47)
C (0.97, 0.40, 2.83)
C (2.37, 0.81, 3.23)
C (0.58, -0.78, 3.73)
H (-1.72, 0.56, 3.86)
H (-1.92, 2.30, 3.59)
H (-0.76, 1.73, 4.82)
H (-0.34, 3.66, 2.47)
H (0.91, 3.20, 3.65)
H (1.22, 3.04, 1.89)
H (2.37, 1.17, 4.27)
H (3.06, -0.05, 3.17)
H (2.79, 1.60, 2.59)
H (-0.41, -1.20, 3.47)
H (1.30, -1.59, 3.60)
H (0.57, -0.48, 4.79)

Summary:
DFT total energy in Ha: -1168.27103
HOMO energy in eV: -14.8
Net charge: +2
Orbital gap in eV: 6.372
Spin multiplicity: 1



6.
A single C5H11FN2 molecule, computed with the ωB97M-V functional and the def2-TZVPD basis.

Positions of all 19 atoms, in Å:
C (-0.88, -1.89, -0.40)
C (-0.46, -0.91, 0.68)
C (-0.90, 0.56, 0.38)
C (0.46, 0.84, -0.33)
C (0.94, -0.38, 0.41)
H (-1.97, -1.83, -0.53)
H (-0.67, -2.92, -0.09)
H (-0.44, -1.65, -1.36)
H (-0.62, -1.22, 1.69)
H (-0.85, 1.07, 1.33)
H (-2.89, 0.70, 0.36)
H (-2.14, 1.86, -0.45)
H (0.35, 0.63, -1.42)
H (0.93, 2.72, -0.67)
H (2.22, 1.89, -0.11)
H (1.37, -0.11, 1.33)
N (-2.15, 0.87, -0.32)
N (1.16, 2.04, 0.02)
F (1.85, -1.21, -0.27)

Summary:
DFT total energy in Ha: -406.45388
HOMO energy in eV: -9.6
SMILES string: C[C@@H]1[C@H](N)[C@@H](N)[C@@H]1F
Orbital gap in eV: 10.553
Spin multiplicity: 1
Energy above the lowest of the compared OMol25 structures with the same formula, charge and spin in eV: 0.801



7.
4 unconnected molecules or ions with the total composition C5H14O3, computed with the ωB97M-V functional and the def2-TZVPD basis.

Positions of all 22 atoms, in Å:
C (1.95, -0.93, -0.34)
C (0.70, -1.70, -0.75)
C (-2.80, -0.36, -0.10)
O (-0.85, 0.54, 2.09)
C (-1.64, -1.09, -0.30)
C (-0.44, -0.83, -0.95)
H (2.53, -0.42, -1.10)
H (1.79, -0.20, 0.47)
H (2.75, -1.56, 0.11)
H (1.00, -2.41, -1.52)
H (0.50, -2.30, 0.15)
H (-2.87, 0.66, -0.45)
H (-3.67, -0.83, 0.33)
H (-0.28, 0.13, 1.43)
H (-1.74, -1.99, 0.31)
H (-0.26, 0.06, -1.56)
H (0.95, 1.66, -0.44)
H (0.97, 2.54, -1.79)
O (0.44, 1.93, -1.27)
H (2.42, 1.76, 1.07)
H (-0.28, 1.26, 2.37)
O (1.61, 1.23, 1.05)

Summary:
DFT total energy in Ha: -424.42883
HOMO energy in eV: -7.4
Orbital gap in eV: 4.370
Spin multiplicity: 1
Energy above the lowest of the compared OMol25 structures with the same formula, charge and spin in eV: 4.827



8.
8 unconnected molecules or ions with the total composition C48H46F10NO2PS, computed with the ωB97M-V functional and the def2-TZVPD basis.

Positions of all 109 atoms, in Å:
C (-1.46, 1.13, -5.06)
C (-0.71, 0.36, -4.28)
P (-0.69, 0.42, -2.49)
N (0.69, 1.58, -2.40)
C (0.70, 2.29, -1.34)
C (0.58, 1.74, 0.05)
C (0.80, 3.79, -1.42)
S (-2.46, -1.04, -2.35)
O (-2.91, -1.53, -3.63)
O (-2.10, -2.05, -1.37)
C (-3.84, -0.08, -1.53)
F (-4.18, 0.94, -2.34)
F (-3.41, 0.44, -0.37)
F (-4.90, -0.86, -1.29)
H (-1.90, 2.04, -4.68)
H (-1.62, 0.87, -6.09)
H (-0.03, -0.35, -4.74)
H (-1.52, 1.38, -1.89)
H (0.00, -0.60, -1.80)
H (0.35, 0.68, 0.06)
H (1.50, 1.88, 0.61)
H (-0.24, 2.25, 0.55)
H (-0.17, 4.17, -1.74)
H (1.01, 4.18, -0.43)
H (1.58, 4.10, -2.10)
F (3.15, 3.67, 1.10)
C (4.18, 4.30, 0.50)
C (4.41, 4.08, -0.85)
C (5.46, 4.73, -1.46)
C (6.28, 5.58, -0.73)
C (6.03, 5.78, 0.62)
C (4.97, 5.14, 1.24)
H (3.76, 3.41, -1.40)
H (5.65, 4.58, -2.52)
H (7.11, 6.09, -1.21)
H (6.67, 6.44, 1.20)
H (4.76, 5.29, 2.29)
F (0.07, 0.94, 2.63)
C (-1.07, 0.94, 3.35)
C (-2.07, 0.04, 3.04)
C (-3.23, 0.05, 3.79)
C (-3.39, 0.96, 4.82)
C (-2.38, 1.87, 5.12)
C (-1.21, 1.86, 4.38)
H (-1.92, -0.66, 2.23)
H (-4.02, -0.66, 3.56)
H (-4.31, 0.97, 5.40)
H (-2.51, 2.58, 5.92)
H (-0.40, 2.55, 4.59)
F (-8.45, -4.18, -2.44)
C (-7.84, -3.60, -3.50)
C (-8.45, -3.68, -4.74)
C (-7.82, -3.08, -5.82)
C (-6.61, -2.43, -5.66)
C (-6.02, -2.37, -4.40)
C (-6.64, -2.95, -3.31)
H (-9.39, -4.20, -4.84)
H (-8.29, -3.13, -6.80)
H (-6.12, -1.97, -6.51)
H (-5.07, -1.86, -4.27)
H (-6.20, -2.91, -2.32)
F (4.67, 0.39, -0.10)
C (4.03, -0.77, 0.16)
C (4.49, -1.58, 1.18)
C (3.82, -2.76, 1.44)
C (2.72, -3.14, 0.68)
C (2.29, -2.31, -0.35)
C (2.94, -1.12, -0.61)
H (5.35, -1.27, 1.76)
H (4.16, -3.40, 2.25)
H (2.21, -4.06, 0.88)
H (1.43, -2.60, -0.95)
H (2.61, -0.46, -1.41)
F (5.26, -3.03, 4.30)
C (6.27, -3.93, 4.28)
C (6.82, -4.36, 5.47)
C (7.85, -5.28, 5.44)
C (8.33, -5.75, 4.22)
C (7.78, -5.30, 3.04)
C (6.73, -4.38, 3.06)
H (6.43, -3.97, 6.40)
H (8.28, -5.63, 6.37)
H (9.15, -6.46, 4.20)
H (8.15, -5.66, 2.09)
H (6.28, -4.03, 2.14)
F (-3.11, 0.41, -7.65)
C (-4.14, 1.28, -7.75)
C (-4.95, 1.47, -6.65)
C (-6.01, 2.36, -6.74)
C (-6.24, 3.04, -7.93)
C (-5.42, 2.83, -9.03)
C (-4.35, 1.94, -8.94)
H (-4.76, 0.92, -5.73)
H (-6.65, 2.53, -5.89)
H (-7.07, 3.73, -8.00)
H (-5.60, 3.35, -9.96)
H (-3.69, 1.77, -9.78)
F (-1.17, 1.26, 8.19)
C (-0.18, 0.35, 8.14)
C (0.35, -0.13, 9.33)
C (1.37, -1.06, 9.28)
C (1.86, -1.50, 8.05)
C (1.32, -1.01, 6.87)
C (0.29, -0.08, 6.91)
H (-0.04, 0.24, 10.27)
H (1.79, -1.45, 10.20)
H (2.66, -2.23, 8.02)
H (1.69, -1.35, 5.92)
H (-0.15, 0.31, 6.01)

Summary:
DFT total energy in Ha: -3799.96413
HOMO energy in eV: -8.7
SMILES string: C=C[PH2](N=C(C)C)S(=O)(=O)C(F)(F)F.Fc1ccccc1.Fc1ccccc1.Fc1ccccc1.Fc1ccccc1.Fc1ccccc1.Fc1ccccc1.Fc1ccccc1
Orbital gap in eV: 9.166
Spin multiplicity: 1



9.
A molecular structure, C19H25N10S2Tc, computed with the ωB97M-V functional and the def2-TZVPD basis.

Positions of all 57 atoms, in Å:
Tc (-0.31, 0.24, 1.05)
C (-1.29, -1.68, 0.74)
C (-2.38, -1.00, -0.08)
C (-2.73, 0.15, 0.85)
C (-2.37, -0.16, 2.12)
C (-1.46, -1.29, 2.08)
H (-0.79, -2.59, 0.47)
H (-3.28, -1.62, -0.24)
H (-3.36, 0.98, 0.55)
H (-2.63, 0.40, 3.01)
H (-1.13, -1.81, 2.97)
C (3.35, 0.30, 4.73)
N (3.03, 1.38, 3.79)
C (3.82, 2.48, 3.53)
C (3.18, 3.23, 2.62)
N (1.98, 2.59, 2.33)
C (1.91, 1.44, 3.05)
S (0.68, 0.24, 3.10)
C (0.97, 3.17, 1.51)
C (0.90, 4.56, 1.47)
C (0.03, 5.17, 0.60)
C (-0.77, 4.38, -0.21)
C (-0.69, 3.01, -0.05)
N (0.16, 2.39, 0.79)
H (4.26, 0.58, 5.26)
H (3.52, -0.63, 4.19)
H (2.55, 0.17, 5.44)
H (4.77, 2.62, 4.01)
H (3.48, 4.15, 2.14)
H (1.52, 5.15, 2.14)
H (-0.03, 6.25, 0.56)
H (-1.47, 4.80, -0.92)
H (-1.34, 2.37, -0.63)
N (3.60, -2.57, -1.18)
N (2.93, -1.46, -0.75)
N (3.29, -0.25, -1.12)
C (2.33, 0.48, -0.60)
N (1.43, -0.29, 0.05)
N (1.84, -1.55, -0.07)
H (4.52, -2.30, -1.52)
H (3.67, -3.26, -0.44)
H (2.27, 1.55, -0.70)
S (-1.88, -0.36, -1.73)
C (-2.22, -1.71, -2.81)
N (-2.41, -1.40, -4.07)
C (-2.69, -2.41, -5.11)
C (-3.42, -3.58, -4.46)
C (-2.62, -4.09, -3.27)
N (-2.28, -2.96, -2.39)
H (-2.45, -0.42, -4.32)
H (-1.75, -2.72, -5.57)
H (-3.31, -1.94, -5.87)
H (-3.54, -4.39, -5.18)
H (-4.41, -3.27, -4.15)
H (-1.70, -4.57, -3.59)
H (-3.19, -4.81, -2.69)
H (-2.07, -3.16, -1.42)

Summary:
DFT total energy in Ha: -2162.81332
HOMO energy (alpha / beta) in eV: -16.4 / -16.7
Net charge: +3
Orbital gap (alpha / beta) in eV: 6.925 / 7.198
Spin multiplicity: 2
Energy above the lowest of the compared OMol25 structures with the same formula, charge and spin in eV: 1.191



10.
2 unconnected molecules or ions with the total composition C5H9IN3, computed with the ωB97M-V functional and the def2-TZVPD basis.

Positions of all 18 atoms, in Å:
C (-1.63, 2.33, -0.10)
C (-1.49, 0.94, 0.06)
C (-0.10, 0.67, -0.04)
C (1.96, 2.22, -0.22)
C (0.71, -2.49, 0.43)
N (-0.40, 2.83, -0.24)
N (0.54, 1.89, -0.18)
N (-0.53, -3.16, 0.08)
I (-2.94, -0.60, -0.03)
H (-2.45, 2.90, -0.29)
H (2.63, 1.39, -0.06)
H (2.27, 2.82, -1.20)
H (2.06, 2.81, 0.59)
H (1.57, -2.51, -0.21)
H (0.71, -2.13, 1.43)
H (-0.87, -3.88, 0.73)
H (-0.46, -3.52, -0.80)
H (-1.59, -2.51, 0.05)

Summary:
DFT total energy in Ha: -657.33991
HOMO energy (alpha / beta) in eV: -12.5 / -12.5
Net charge: +1
Orbital gap (alpha / beta) in eV: 5.524 / 5.535
Spin multiplicity: 1
Energy above the lowest of the compared OMol25 structures with the same formula, charge and spin in eV: 8.125



Strongest force on any atom list, top to bottom, in eV/Å: 3.6, 4.0, 5.7, 2.0, 5.3, 2.2, 2.3, 3.3, 0.6, 4.0